--- P ---
Entry from OMol25: 2 unconnected molecules or ions with the total composition C6H16N2O (ωB97M-V with the def2-TZVPD basis set).

Properties
Frontier orbital gap: 0.318 Eh
LUMO level: 0.88 eV

Atoms and positions in Å:
O (-0.39045, 0.19294, 2.65197)
N (1.97035, -0.30849, -1.05318)
N (-3.35699, -0.26851, 0.04407)
C (0.66896, 0.20472, -1.05639)
C (2.51321, -0.51823, 1.47208)
C (2.92080, 0.01193, 0.02013)
C (-0.56880, -0.37247, -1.39477)
C (-2.42198, 0.79307, -0.36042)
C (-1.66168, 0.44390, -1.70157)
H (-1.75772, 1.04299, 0.51565)
H (-2.82437, -0.91978, 0.49890)
H (-0.17197, 0.42061, 1.70178)
H (-1.50260, 1.40867, -2.26821)
H (2.54503, -1.61781, 1.54109)
H (2.09261, -1.28373, -1.30504)
H (3.25683, -0.12865, 2.14979)
H (-3.77254, -0.70371, -0.72669)
H (0.80740, 1.27520, -0.49863)
H (3.24214, 1.23482, 0.09671)
H (-0.56543, -1.41495, -1.58231)
H (-1.00710, -0.48402, 2.58392)
H (-2.35951, 0.13917, -2.44527)
H (-3.12350, 1.58765, -0.53741)
H (1.56338, -0.17549, 1.86592)
H (3.90396, -0.55984, -0.21215)

Partial charges, Mulliken, in e: number 1, O, carries -0.66; number 2, N, carries -0.21; number 3, N, carries -0.60; number 4, C, carries -0.16; number 5, C, carries -0.72; number 6, C, carries -0.53; number 7, C, carries -0.56; number 8, C, carries -0.38; number 9, C, carries -0.72; number 10, H, carries 0.17; number 11, H, carries 0.22; number 12, H, carries 0.09; number 13, H, carries 0.31; number 14, H, carries 0.25; number 15, H, carries 0.26; number 16, H, carries 0.36; number 17, H, carries 0.24; number 18, H, carries 0.28; number 19, H, carries 0.23; number 20, H, carries 0.40; number 21, H, carries 0.33; number 22, H, carries 0.50; number 23, H, carries 0.31; number 24, H, carries 0.30; number 25, H, carries 0.30

---

--- Q ---
Entry from OMol25: 2 unconnected molecules or ions with the total composition C6H16N2O (ωB97M-V with the def2-TZVPD basis set).

Properties
Frontier orbital gap: 0.300 Eh
LUMO level: 0.91 eV

Atoms and positions in Å:
O (-0.36327, -1.45499, 0.13334)
N (-1.76995, 1.60739, 0.95681)
N (-2.03202, 0.51920, -1.70329)
C (0.81191, -0.93561, 0.74791)
C (0.33315, 0.99141, -2.14472)
C (-0.84817, 1.09878, -1.24990)
C (1.99607, -1.67291, 0.14503)
C (0.74533, -1.13342, 2.26044)
C (-0.70203, 1.60520, 0.00773)
H (0.09088, 2.31475, 0.20354)
H (0.67626, 0.26945, 0.54360)
H (2.02572, -1.53771, -0.93340)
H (-2.68281, 1.71782, 0.52732)
H (-1.65250, 2.32435, 1.66465)
H (-1.10218, -0.95915, 0.50604)
H (-2.59975, 0.10224, -0.97030)
H (0.46066, -0.00688, -2.55753)
H (1.67254, -0.80665, 2.72714)
H (0.24126, 1.70031, -2.97189)
H (1.89633, -2.74757, 0.32391)
H (0.59127, -2.18795, 2.50629)
H (-0.06948, -0.54717, 2.68521)
H (1.24669, 1.21910, -1.54277)
H (-1.89409, -0.13535, -2.45760)
H (2.92817, -1.34466, 0.59244)

Partial charges, Mulliken, in e: number 1, O, carries -0.59; number 2, N, carries -0.51; number 3, N, carries -0.59; number 4, C, carries 1.32; number 5, C, carries -1.42; number 6, C, carries 1.11; number 7, C, carries -1.47; number 8, C, carries -1.50; number 9, C, carries -0.94; number 10, H, carries 0.37; number 11, H, carries -0.24; number 12, H, carries 0.31; number 13, H, carries 0.22; number 14, H, carries 0.25; number 15, H, carries 0.33; number 16, H, carries 0.25; number 17, H, carries 0.36; number 18, H, carries 0.37; number 19, H, carries 0.40; number 20, H, carries 0.38; number 21, H, carries 0.35; number 22, H, carries 0.35; number 23, H, carries 0.27; number 24, H, carries 0.25; number 25, H, carries 0.35

---

What are the relative energies? In kcal/mol: P 46.5; Q 0.0.

---

--- P ---
Entry from OMol25: C2H6OSSi in the gas phase (ωB97M-V with the def2-TZVPD basis set).

Properties
Frontier orbital gap: 0.328 Eh
LUMO level: 0.49 eV

Atoms and positions in Å:
S (2.62071, 0.04873, -0.53897)
Si (0.54893, -0.00583, 0.08812)
O (1.86235, -0.06923, 1.05060)
C (-0.50888, -1.56041, 0.02967)
C (-0.43814, 1.53495, -0.04012)
H (0.10361, 2.36892, -0.19203)
H (-0.99059, -1.72171, -1.05683)
H (0.07774, -2.47470, -0.06650)
H (-1.25177, -1.53583, 0.72160)
H (-0.92729, 1.61726, 0.86843)
H (-1.09666, 1.79787, -0.86399)

Partial charges, Mulliken, in e: number 1, S, carries -0.19; number 2, Si, carries 0.56; number 3, O, carries -0.35; number 4, C, carries -0.97; number 5, C, carries -1.13; number 6, H, carries 0.41; number 7, H, carries 0.28; number 8, H, carries 0.32; number 9, H, carries 0.35; number 10, H, carries 0.34; number 11, H, carries 0.38

---

--- Q ---
Entry from OMol25: 2 unconnected molecules or ions with the total composition C2H6OSSi (ωB97M-V with the def2-TZVPD basis set).

Properties
Frontier orbital gap: 0.290 Eh
LUMO level: -0.61 eV

Atoms and positions in Å:
S (-0.45619, -0.33681, 2.82878)
Si (0.17444, -0.20384, 0.78401)
O (1.05649, 0.25693, 2.04433)
C (-1.05323, 1.81382, -0.88693)
C (0.77666, -1.66455, -0.25717)
H (1.80799, -1.52225, -0.55407)
H (-0.21209, 1.83088, -1.52985)
H (-2.00019, 1.46842, -1.13808)
H (-1.00212, 2.52693, -0.15395)
H (0.39937, -1.58519, -1.39381)
H (0.50887, -2.58435, 0.25675)

Partial charges, Mulliken, in e: number 1, S, carries -0.15; number 2, Si, carries 0.49; number 3, O, carries -0.29; number 4, C, carries -1.02; number 5, C, carries -0.89; number 6, H, carries 0.34; number 7, H, carries 0.34; number 8, H, carries 0.30; number 9, H, carries 0.33; number 10, H, carries 0.26; number 11, H, carries 0.29

---

What are the relative energies? In kcal/mol: P 0.0; Q 60.3.